[1]
Density functional theory data (ωB97M-V/def2-TZVPD) for a molecular structure, C36H37Cl2N3O5SV.

* 2S+1: 1
* total energy: -4196.56057 hartree
* charge: +1
* gap between HOMO and LUMO: 0.060 Ha

Geometry (Å):
C1 -0.38 -2.03 5.63
C2 -0.30 -2.47 4.18
Cl1 -0.24 -4.20 3.91
C3 -0.25 -1.65 3.12
Cl2 -0.28 0.09 3.40
N1 -0.14 -2.24 1.82
C4 -1.27 -1.99 0.99
C5 -2.38 -1.28 1.40
C6 -3.48 -1.08 0.57
C7 -4.64 -0.24 1.13
C8 -4.42 1.16 0.56
C9 -5.32 1.79 -0.31
C10 -5.06 3.04 -0.83
C11 -3.88 3.73 -0.52
C12 -2.99 3.11 0.38
C13 -3.26 1.87 0.90
C14 -3.53 -1.61 -0.75
C15 -4.74 -1.43 -1.66
C16 -4.56 -0.41 -2.80
O1 -5.67 -0.63 -3.68
C17 -3.28 -0.57 -3.64
N2 -3.15 0.56 -4.60
C18 -2.41 -2.33 -1.15
C19 -1.33 -2.52 -0.32
S1 0.09 -3.44 -0.86
C20 1.40 -2.49 -0.10
C21 1.11 -1.98 1.18
C22 2.12 -1.25 1.78
C23 3.33 -1.01 1.14
O2 4.33 -0.25 1.72
C24 3.81 0.83 2.46
O3 3.65 0.70 3.65
C25 3.45 2.14 1.80
C26 2.17 2.44 1.34
C27 1.88 3.67 0.78
C28 2.87 4.65 0.67
C29 4.15 4.36 1.14
C30 4.42 3.12 1.69
C31 3.60 -1.51 -0.14
C32 4.93 -1.28 -0.86
C33 5.88 -2.51 -0.71
C34 6.83 -2.61 -1.95
N3 7.14 -1.29 -2.52
C35 2.61 -2.28 -0.75
C36 2.79 -2.93 -2.13
H1 -0.72 -1.00 5.77
H2 0.63 -2.17 6.07
H3 -1.01 -2.77 6.15
H4 -2.45 -0.86 2.40
H5 -5.61 -0.66 0.86
H6 -4.50 -0.16 2.22
H7 -6.24 1.26 -0.57
H8 -5.79 3.46 -1.52
H9 -3.67 4.70 -0.97
H10 -2.07 3.62 0.66
H11 -2.50 1.47 1.59
H12 -4.92 -2.41 -2.13
H13 -5.63 -1.18 -1.07
H14 -4.65 0.65 -2.48
H15 -5.46 -0.29 -4.55
H16 -3.26 -1.53 -4.17
H17 -2.41 -0.49 -2.96
H18 -2.61 1.27 -4.13
H19 -2.64 0.23 -5.41
H20 -2.45 -2.76 -2.15
H21 2.02 -0.84 2.79
H22 1.37 1.70 1.42
H23 0.89 3.94 0.42
H24 2.66 5.63 0.23
H25 4.91 5.14 1.07
H26 5.45 2.96 2.04
H27 5.41 -0.44 -0.36
H28 4.69 -1.07 -1.91
H29 6.55 -2.38 0.15
H30 5.33 -3.45 -0.55
H31 6.36 -3.29 -2.69
H32 7.79 -3.06 -1.64
H33 6.41 -1.09 -3.19
H34 8.00 -1.32 -3.06
H35 3.85 -2.92 -2.43
H36 2.54 -4.00 -2.03
H37 2.17 -2.43 -2.88
O4 -5.67 6.85 1.99
V1 -4.67 6.91 0.66
O5 -3.66 7.06 -0.67

[2]
Density functional theory data (ωB97M-V/def2-TZVPD) for a molecular structure, C36H38B2F4N5O6PTeTi.

* 2S+1: 1
* total energy: -4028.06526 hartree
* charge: 0
* gap between HOMO and LUMO: 0.218 Ha
* relative energy (zero: lowest compared OMol25 entry of this formula, charge and spin): 419.6 kJ/mol

Geometry (Å):
Ti1 -1.07 0.05 -0.55
C1 -1.09 -2.90 -3.61
C2 -0.95 -2.04 -2.41
N1 -1.46 -0.87 -2.29
O1 -2.19 -0.22 -3.22
B1 -3.14 0.90 -2.69
F1 -3.98 0.34 -1.76
F2 -3.75 1.39 -3.79
O2 -2.46 2.13 -1.99
N2 -1.89 1.87 -0.79
C3 -1.60 2.77 0.08
C4 -2.11 4.17 0.03
C5 -0.70 2.27 1.19
N3 -0.48 1.00 1.16
O3 0.37 0.40 2.02
B2 0.13 -1.14 2.13
F3 0.85 -1.55 3.20
F4 -1.23 -1.33 2.25
O4 0.65 -1.92 0.91
N4 -0.08 -1.70 -0.20
C6 -0.12 -2.50 -1.20
C7 0.58 -3.81 -1.21
C8 -0.06 3.15 2.21
H1 -1.83 -2.48 -4.28
H2 -1.41 -3.90 -3.31
H3 -0.14 -2.99 -4.13
H4 -2.79 4.28 -0.81
H5 -1.30 4.89 -0.08
H6 -2.64 4.40 0.96
H7 1.06 -3.97 -0.25
H8 1.33 -3.84 -2.00
H9 -0.14 -4.62 -1.40
H10 -0.16 4.20 1.96
H11 1.00 2.88 2.28
H12 -0.50 2.97 3.19
C9 3.58 -0.45 2.73
Te1 3.21 -0.01 0.67
C10 5.27 0.61 0.65
C11 5.87 0.27 1.99
C12 7.23 0.45 2.24
C13 7.78 0.10 3.46
C14 6.96 -0.42 4.46
C15 5.61 -0.60 4.22
C16 5.05 -0.25 2.99
H13 3.27 -1.46 2.95
H14 2.97 0.22 3.34
H15 5.34 1.68 0.46
H16 5.82 0.09 -0.14
H17 7.86 0.85 1.46
H18 8.83 0.24 3.64
H19 7.38 -0.71 5.41
H20 4.97 -1.02 4.99
N5 0.55 0.69 -1.44
P1 1.18 1.29 -2.76
C17 0.35 2.74 -3.49
C18 -0.05 3.73 -2.60
C19 -0.58 4.92 -3.06
C20 -0.71 5.15 -4.42
C21 -0.29 4.17 -5.32
C22 0.24 2.97 -4.85
C23 1.41 0.21 -4.24
C24 0.24 -0.18 -4.90
C25 0.28 -0.88 -6.09
C26 1.50 -1.20 -6.67
C27 2.67 -0.81 -6.05
C28 2.63 -0.11 -4.85
C29 2.88 1.97 -2.52
C30 3.15 3.33 -2.57
C31 4.46 3.80 -2.54
C32 5.52 2.91 -2.50
C33 5.26 1.55 -2.42
C34 3.95 1.09 -2.39
H21 0.10 3.57 -1.54
H22 -0.90 5.69 -2.36
H23 -1.12 6.08 -4.79
H24 -0.37 4.35 -6.38
H25 0.56 2.23 -5.57
H26 -0.72 0.12 -4.51
H27 -0.65 -1.16 -6.58
H28 1.53 -1.73 -7.62
H29 3.63 -1.03 -6.50
H30 3.56 0.21 -4.42
H31 2.35 4.05 -2.67
H32 4.65 4.86 -2.58
H33 6.54 3.27 -2.52
H34 6.08 0.84 -2.38
H35 3.77 0.02 -2.29
C35 -3.85 0.68 1.74
O5 -3.92 -0.58 1.10
C36 -2.91 -0.90 0.25
O6 -2.94 -2.00 -0.24
H36 -4.02 1.49 1.02
H37 -4.65 0.69 2.47
H38 -2.90 0.81 2.25

[3]
Density functional theory data (ωB97M-V/def2-TZVPD) for a molecular structure, C36H38Cl2IN4O2S2Sc.

* 2S+1: 1
* total energy: -4539.40035 hartree
* charge: 0
* gap between HOMO and LUMO: 0.284 Ha

Geometry (Å):
Sc1 -0.51 0.41 -0.14
C1 -0.71 1.55 2.02
C2 0.16 2.55 1.52
C3 -0.55 3.35 0.62
C4 -1.89 2.88 0.58
C5 -2.00 1.79 1.45
C6 -3.28 1.19 1.96
C7 -3.01 3.54 -0.17
C8 -0.04 4.59 -0.07
C9 1.55 2.78 2.02
C10 -0.46 0.82 3.32
H1 -3.59 1.69 2.88
H2 -3.18 0.13 2.17
H3 -4.10 1.31 1.24
H4 -3.46 4.34 0.42
H5 -3.81 2.83 -0.40
H6 -2.69 3.99 -1.11
H7 0.99 4.49 -0.42
H8 -0.06 5.45 0.60
H9 -0.66 4.85 -0.94
H10 1.53 3.24 3.02
H11 2.12 3.45 1.37
H12 2.12 1.85 2.10
H13 -0.46 1.53 4.15
H14 0.51 0.32 3.33
H15 -1.23 0.08 3.52
I1 -3.40 0.16 -1.68
C11 -3.76 -1.72 -0.85
C12 -4.84 -2.43 -1.27
C13 -5.14 -3.66 -0.65
C14 -4.37 -4.09 0.39
C15 -3.25 -3.35 0.84
C16 -2.50 -3.78 1.95
C17 -1.43 -3.05 2.37
C18 -1.05 -1.90 1.66
C19 -1.72 -1.39 0.56
C20 -2.88 -2.13 0.18
H16 -5.48 -2.06 -2.06
H17 -6.00 -4.23 -0.99
H18 -4.61 -5.02 0.90
H19 -2.79 -4.70 2.45
H20 -0.84 -3.38 3.22
H21 -0.15 -1.41 1.99
N1 -0.67 2.01 -2.02
C21 -0.42 1.79 -3.41
C22 0.88 1.66 -3.88
C23 1.12 1.51 -5.24
C24 0.06 1.47 -6.14
C25 -1.24 1.58 -5.67
C26 -1.48 1.75 -4.32
H22 -1.57 2.44 -1.86
H23 0.01 2.64 -1.63
H24 1.71 1.68 -3.19
H25 2.14 1.41 -5.59
H26 0.25 1.34 -7.20
H27 -2.07 1.56 -6.37
H28 -2.50 1.87 -3.97
N2 5.42 -2.80 5.04
C27 4.63 -2.69 3.90
C28 3.28 -2.35 4.01
C29 2.48 -2.29 2.89
C30 3.01 -2.55 1.64
C31 4.35 -2.89 1.51
C32 5.15 -2.96 2.63
S1 2.00 -2.49 0.18
O1 2.91 -2.68 -0.93
O2 0.91 -3.40 0.33
N3 1.42 -0.96 0.15
C33 2.25 -0.01 -0.34
S2 3.93 -0.05 -0.74
C34 3.85 1.64 -1.16
C35 2.59 2.09 -1.01
N4 1.68 1.16 -0.56
H29 5.11 -2.29 5.84
H30 6.41 -2.73 4.89
H31 2.85 -2.15 4.99
H32 1.43 -2.03 3.00
H33 4.75 -3.09 0.53
H34 6.20 -3.23 2.53
H35 4.72 2.17 -1.50
H36 2.27 3.10 -1.22
Cl1 -0.27 -1.66 -2.42
C36 0.13 -1.62 -4.15
Cl2 1.87 -1.68 -4.39
H37 -0.25 -0.70 -4.57
H38 -0.33 -2.48 -4.61

[4]
Density functional theory data (ωB97M-V/def2-TZVPD) for a molecular structure, C36H38F3N10OS2Sn.

* 2S+1: 1
* total energy: -3327.77609 hartree
* charge: -1
* gap between HOMO and LUMO: 0.240 Ha
* relative energy (zero: lowest compared OMol25 entry of this formula, charge and spin): 0.0 kJ/mol

Geometry (Å):
Sn1 0.71 1.60 0.23
C1 1.98 3.63 -3.07
N1 1.66 2.23 -2.97
C2 0.72 1.74 -3.99
C3 -0.29 0.79 -3.47
C4 0.01 -0.50 -3.01
C5 -1.05 -1.32 -2.67
C6 -2.34 -0.87 -2.77
C7 -2.55 0.43 -3.24
N2 -1.57 1.24 -3.59
C8 2.79 1.39 -2.76
C9 3.70 1.75 -1.64
C10 5.08 1.61 -1.81
C11 5.91 1.98 -0.75
C12 5.38 2.54 0.40
C13 3.98 2.60 0.48
N3 3.15 2.18 -0.47
C14 0.86 4.46 -2.53
C15 0.34 5.57 -3.21
C16 -0.68 6.29 -2.64
C17 -1.14 5.95 -1.36
C18 -0.65 4.77 -0.78
N4 0.33 4.09 -1.33
H1 2.26 4.00 -4.09
H2 2.89 3.76 -2.42
H3 1.28 1.35 -4.85
H4 0.13 2.57 -4.33
H5 1.02 -0.93 -2.98
H6 -0.82 -2.29 -2.24
H7 -3.16 -1.50 -2.58
H8 -3.55 0.80 -3.38
H9 3.39 1.22 -3.69
H10 2.46 0.38 -2.53
H11 5.51 1.20 -2.72
H12 6.99 1.85 -0.79
H13 6.01 2.86 1.23
H14 3.56 2.96 1.40
H15 0.78 5.87 -4.19
H16 -1.11 7.15 -3.17
H17 -1.95 6.51 -0.89
H18 -0.99 4.37 0.16
C19 -1.25 -6.88 4.08
C20 -1.89 -5.60 3.59
C21 -1.97 -4.51 4.42
C22 -2.50 -3.29 3.98
C23 -2.94 -3.15 2.67
N5 -3.52 -1.96 2.18
C24 -4.54 -1.29 2.74
O1 -5.13 -1.66 3.76
N6 -5.08 -0.21 2.06
C25 -4.58 0.61 1.05
C26 -5.44 1.44 0.37
C27 -4.91 2.33 -0.54
C28 -3.53 2.45 -0.65
N7 -2.72 1.68 0.04
C29 -3.21 0.76 0.83
C30 -2.74 -4.23 1.81
C31 -2.26 -5.43 2.25
H19 -1.48 -6.99 5.16
H20 -0.19 -6.93 3.92
H21 -1.64 -7.76 3.56
H22 -1.66 -4.58 5.44
H23 -2.62 -2.51 4.67
H24 -3.15 -1.64 1.28
H25 -5.88 0.16 2.56
H26 -6.50 1.33 0.55
H27 -5.56 2.96 -1.19
H28 -3.09 3.15 -1.32
H29 -2.49 0.11 1.32
H30 -3.04 -4.15 0.77
H31 -2.10 -6.23 1.53
C32 5.29 -2.43 0.46
C33 3.88 -3.09 0.59
C34 2.96 -2.12 1.27
N8 2.80 -0.96 0.76
N9 2.01 -0.15 1.49
C35 1.56 -0.74 2.62
N10 0.82 -0.12 3.58
S1 2.20 -2.32 2.79
H32 6.05 -3.07 -0.02
H33 5.64 -2.16 1.46
H34 5.22 -1.54 -0.14
H35 3.93 -4.01 1.18
H36 3.47 -3.35 -0.43
H37 0.56 0.84 3.32
H38 0.15 -0.68 4.05
S2 0.65 2.87 2.22
F1 -0.03 -3.83 0.98
C36 -0.44 -3.04 -0.09
F2 -0.87 -1.83 0.67
F3 0.75 -2.53 -0.61

[5]
Density functional theory data (ωB97M-V/def2-TZVPD) for a gas-phase ion, C36H38F6N3O (charge +1).

* 2S+1: 1
* total energy: -2233.03015 hartree
* charge: +1
* gap between HOMO and LUMO: 0.198 Ha
* relative energy (zero: lowest compared OMol25 entry of this formula, charge and spin): 108.8 kJ/mol

Geometry (Å):
C1 -3.86 -4.03 -1.04
N1 -3.09 -3.61 -2.18
C2 -2.89 -4.60 -3.23
C3 -1.65 -5.40 -2.95
F1 -1.42 -6.42 -3.83
F2 -0.55 -4.58 -2.97
F3 -1.70 -5.94 -1.69
C4 -2.72 -2.31 -2.30
C5 -1.90 -1.82 -3.35
C6 -1.54 -0.48 -3.39
C7 -2.08 0.41 -2.46
C8 -1.77 1.90 -2.50
C9 -1.31 2.39 -1.14
C10 0.04 2.50 -0.81
C11 0.42 2.83 0.49
C12 -0.57 3.11 1.47
N2 -0.26 3.47 2.75
C13 1.11 3.47 3.19
C14 -1.22 4.21 3.56
C15 -1.93 3.32 4.54
F4 -2.69 4.00 5.45
F5 -2.77 2.43 3.90
F6 -1.03 2.55 5.24
C16 -1.93 2.99 1.11
C17 -2.28 2.55 -0.16
C18 -2.98 -0.04 -1.49
C19 -3.20 -1.38 -1.33
H1 -4.71 -3.35 -0.89
H2 -4.27 -5.04 -1.19
H3 -3.25 -4.03 -0.11
H4 -3.75 -5.30 -3.22
H5 -2.77 -4.11 -4.20
H6 -1.50 -2.50 -4.10
H7 -0.87 -0.10 -4.18
H8 -0.92 2.04 -3.19
H9 0.82 2.32 -1.57
H10 1.47 2.89 0.74
H11 1.64 2.62 2.74
H12 1.64 4.39 2.89
H13 1.16 3.36 4.28
H14 -0.70 4.97 4.15
H15 -1.99 4.66 2.92
H16 -2.74 3.16 1.82
H17 -3.34 2.41 -0.34
H18 -3.53 0.63 -0.83
H19 -3.78 -1.72 -0.48
O1 -0.24 2.50 -5.67
C20 -1.50 2.95 -6.19
C21 -1.11 4.03 -7.23
C22 0.19 4.19 -7.70
C23 0.46 5.15 -8.68
C24 -0.56 5.95 -9.19
C25 -1.87 5.81 -8.71
C26 -2.14 4.85 -7.73
C27 -2.25 1.79 -6.82
C28 -2.83 0.88 -5.95
C29 -3.44 -0.29 -6.42
C30 -3.60 -0.45 -7.80
C31 -3.10 0.51 -8.68
C32 -2.35 1.59 -8.20
C33 -2.34 3.56 -5.12
C34 -1.82 4.73 -4.46
C35 -2.56 5.11 -3.15
C36 -3.31 3.93 -2.57
N3 -2.85 2.59 -3.04
H20 -0.37 1.80 -5.01
H21 1.00 3.56 -7.31
H22 1.49 5.26 -9.05
H23 -0.36 6.67 -9.98
H24 -2.69 6.44 -9.09
H25 -3.15 4.71 -7.34
H26 -2.84 1.12 -4.88
H27 -3.78 -1.05 -5.72
H28 -4.12 -1.34 -8.20
H29 -3.26 0.42 -9.75
H30 -1.90 2.31 -8.88
H31 -3.42 3.42 -5.17
H32 -0.75 4.58 -4.24
H33 -1.91 5.56 -5.19
H34 -1.84 5.49 -2.40
H35 -3.26 5.94 -3.31
H36 -3.25 3.98 -1.48
H37 -4.38 4.00 -2.81
H38 -3.64 1.99 -3.30